Record 1
This record from the OMol25 dataset describes a structure of composition C14H25N3. The level of theory is ωB97M-V/def2-TZVPD.

The geometry in XYZ format:
```
42
Properties=species:S:1:pos:R:3:forces:R:3:nbo_charge:R:1
C 1.78082 2.54550 0.51763 0.6 -1.3 0.3 -0.511
C 2.03166 1.48713 -0.28274 -0.1 0.5 -1.6 0.071
C 2.25427 0.48119 -1.19205 -0.6 2.5 -0.1 -0.331
C 2.17667 -0.87767 -0.56744 3.0 -7.0 -3.0 -0.225
C 2.49584 -1.27138 1.75054 -4.3 -1.2 0.5 -0.246
C 1.42988 -1.47372 2.89661 2.5 0.7 2.8 -0.448
C 0.76875 -0.04451 3.22270 -5.1 -4.7 0.5 -0.203
C -1.31978 -1.05405 1.87234 1.0 -2.5 2.6 -0.241
C -2.61194 -0.70719 1.01349 -0.1 2.0 1.4 -0.419
C -2.12530 -0.16069 -0.42884 4.3 -2.3 4.3 -0.215
C -0.76583 0.86440 -2.13935 1.8 0.8 0.0 -0.243
C -1.81842 1.76306 -3.04760 2.5 1.8 2.9 -0.286
C -2.10512 1.21663 -4.16428 -1.6 -0.9 -1.6 0.005
C -2.41546 0.59831 -5.26261 -0.2 -0.6 -4.7 -0.488
H 0.77735 3.06486 0.70101 1.4 -1.2 -0.5 0.242
H 2.62214 2.83274 1.22914 -1.1 0.0 -1.2 0.225
H 2.28529 0.69046 -2.47008 0.4 -0.7 4.3 0.271
H 1.93923 -1.90791 -1.42862 0.2 3.4 1.6 0.158
H 3.23798 -1.52916 -0.15471 -1.9 2.8 -2.3 0.213
H 0.73674 -0.50595 0.73531 -1.6 1.8 1.2 0.406
H 3.03716 -2.35223 1.80756 -0.7 2.9 -1.1 0.221
H 3.12626 -0.28823 1.91210 -0.9 -2.2 -0.3 0.208
H 2.13155 -1.89506 3.66676 -0.8 1.1 0.6 0.205
H 0.71781 -2.36502 2.90332 0.6 1.6 -1.1 0.236
H 0.06794 -0.08603 4.21439 2.3 0.2 -1.7 0.180
H 1.41266 0.79493 3.16145 0.5 0.6 -0.1 0.211
H -0.94633 0.78319 2.17880 1.0 0.5 0.5 0.366
H -0.72879 -1.87560 1.39199 -1.0 0.4 -0.2 0.209
H -1.49373 -1.53602 2.94326 -0.7 0.7 -1.8 0.164
H -3.43086 0.02696 1.51491 2.3 -1.3 -0.7 0.198
H -3.20555 -1.67149 1.00360 0.9 1.0 -0.8 0.234
H -2.94413 0.00155 -0.98517 -2.5 1.3 -2.3 0.196
H -1.61864 -1.06749 -0.72052 -0.4 -0.7 -1.0 0.175
H -0.32228 0.89834 -0.00848 7.1 0.2 5.8 0.364
H -0.65488 -0.20995 -2.87923 -0.5 2.6 2.9 0.195
H 0.29738 1.36469 -2.17953 -2.4 -0.8 -0.6 0.226
H -1.94453 2.94390 -2.94817 0.4 -2.8 0.2 0.241
H -3.64716 0.27835 -5.75349 4.3 0.8 2.0 0.254
H -1.40095 0.57049 -6.13683 -3.6 0.0 2.6 0.226
N 1.44106 -1.14424 0.59428 5.2 -1.9 0.1 -0.706
N -0.30572 -0.01155 2.11817 -1.4 2.9 -0.5 -0.700
N -0.96305 0.82848 -0.59959 -11.0 -1.3 -9.8 -0.640
```
Positions in Å, forces in eV/Å.

Its net charge is 0. The calculation puts the LUMO energy at 0.8 eV. The energy above the lowest of the compared OMol25 structures with the same formula, charge and spin is 1408.5 kJ/mol.


Record 2
This record from the OMol25 dataset describes a cluster of 4 separate species, C46H31BrFO8Si in total. The level of theory is ωB97M-V/def2-TZVPD.

The geometry in XYZ format:
```
88
Properties=species:S:1:pos:R:3:forces:R:3:lowdin_charge:R:1
C 7.14970 1.07899 4.61730 0.2 0.1 -0.1 -0.149
C 6.13990 1.81861 3.55906 -0.3 1.0 0.2 -0.362
C 4.56228 1.89695 4.07149 2.2 1.4 0.9 -0.729
Br 3.66555 3.20158 2.78592 0.5 -0.9 0.9 0.584
Si 3.67449 0.19064 4.15807 -1.1 0.0 2.5 0.654
F 3.94846 -0.44621 5.79887 -0.1 1.3 -3.2 -0.287
C 1.77100 0.24234 3.87459 -8.0 0.4 -1.0 -0.566
O 0.98854 -0.28386 4.85757 4.3 1.9 -3.9 -0.215
O 1.06753 0.78945 2.70323 4.7 -2.6 5.2 -0.317
H 8.06640 0.62620 4.01866 -1.8 1.1 1.4 0.080
H 7.50827 1.90364 5.39522 -0.6 -1.9 -1.7 0.085
H 6.68027 0.19460 5.22283 0.6 1.7 -1.2 0.069
H 6.49808 2.95593 3.49980 -0.8 -2.5 -0.1 0.100
H 6.15118 1.37884 2.47053 0.1 0.7 2.2 0.097
H 4.59799 2.48428 5.10403 -0.3 -1.4 -2.2 0.089
H 4.25786 -0.70449 3.16853 0.5 -0.3 0.0 -0.006
C -0.40037 -2.39902 2.41422 0.2 -0.1 -0.1 -0.025
C -1.69932 -2.35557 1.90841 0.1 -0.2 -0.4 -0.027
C -1.94829 -2.73871 0.58952 0.1 0.1 0.3 0.009
C -0.89270 -3.15538 -0.23060 -0.3 0.2 0.2 -0.093
C 0.40937 -3.17534 0.26774 0.0 0.2 0.6 -0.088
C 0.65472 -2.80729 1.59705 -0.2 0.0 0.1 0.024
C 1.53706 -3.56557 -0.60296 1.1 0.1 0.9 -0.280
O 2.68070 -3.58678 -0.16496 -0.5 -0.1 -0.4 0.093
C 1.26778 -3.92112 -2.01049 0.2 -0.2 -0.7 -0.082
C 2.33399 -4.23703 -2.86269 -0.1 -0.1 -0.4 0.003
C 2.08701 -4.58739 -4.19181 -0.1 0.1 0.4 -0.069
C 0.77775 -4.63236 -4.67000 -0.2 0.1 0.3 -0.071
C -0.28589 -4.31271 -3.82481 0.3 -0.1 -0.2 -0.002
C -0.03916 -3.94688 -2.49491 0.3 -0.2 -0.7 -0.084
C -1.16800 -3.57590 -1.61888 -1.2 0.2 0.1 -0.280
O -2.31862 -3.61067 -2.03965 0.4 0.0 0.0 0.073
H -0.20759 -2.10922 3.44484 0.1 0.1 -0.2 0.101
H -2.51980 -2.02523 2.54156 0.1 0.0 -0.1 0.107
H -2.96566 -2.70720 0.20304 0.5 -0.1 0.0 0.083
H 1.66681 -2.83342 1.99709 -0.2 0.0 -0.2 0.123
H 3.35896 -4.20743 -2.49638 -0.3 0.0 0.1 0.120
H 2.91677 -4.82723 -4.85321 -0.1 0.0 0.1 0.103
H 0.58453 -4.91227 -5.70331 0.0 0.1 0.2 0.102
H -1.30501 -4.34526 -4.20652 0.2 0.1 0.3 0.117
C -8.55458 -0.65322 5.00002 0.2 -0.1 -0.3 -0.059
C -9.85353 -0.60977 4.49421 0.1 -0.1 -0.4 -0.064
C -10.10250 -0.99292 3.17532 0.0 0.1 0.3 0.001
C -9.04691 -1.40958 2.35520 -0.2 0.2 0.6 -0.087
C -7.74483 -1.42954 2.85354 -0.3 0.2 0.6 -0.082
C -7.49948 -1.06150 4.18284 -0.2 0.1 0.2 0.010
C -6.61715 -1.81977 1.98284 1.5 0.0 0.5 -0.272
O -5.47350 -1.84099 2.42084 -0.7 0.0 -0.3 0.104
C -6.88642 -2.17532 0.57530 0.2 -0.2 -0.6 -0.079
C -5.82021 -2.49123 -0.27689 -0.1 -0.1 -0.3 0.023
C -6.06719 -2.84159 -1.60601 0.0 0.1 0.3 -0.040
C -7.37646 -2.88656 -2.08421 -0.2 0.1 0.4 -0.058
C -8.44009 -2.56691 -1.23901 0.2 -0.1 -0.2 0.001
C -8.19336 -2.20108 0.09089 0.1 -0.2 -0.5 -0.090
C -9.32220 -1.83010 0.96692 -1.3 -0.1 -0.6 -0.281
O -10.47283 -1.86487 0.54615 0.6 0.0 0.3 0.088
H -8.36179 -0.36342 6.03064 0.0 -0.1 -0.2 0.107
H -10.67400 -0.27943 5.12736 0.1 -0.1 -0.1 0.105
H -11.11986 -0.96140 2.78883 0.3 -0.1 -0.1 0.119
H -6.48739 -1.08762 4.58289 -0.2 0.0 -0.3 0.125
H -4.79525 -2.46163 0.08942 -0.5 0.0 0.0 0.092
H -5.23743 -3.08143 -2.26741 -0.1 0.0 0.2 0.107
H -7.56968 -3.16647 -3.11752 0.0 0.1 0.2 0.106
H -9.45922 -2.59947 -1.62072 0.2 0.1 0.3 0.118
C 2.49866 2.10680 -1.13510 0.0 0.2 -0.3 -0.034
C 3.74268 1.92308 -0.53206 0.2 0.2 -0.2 -0.078
C 4.83503 2.69231 -0.93620 -0.3 -0.2 0.1 -0.002
C 4.68592 3.64047 -1.95563 -0.1 -0.4 0.3 -0.091
C 3.44802 3.80683 -2.57536 -0.3 -0.3 0.2 -0.093
C 2.34869 3.04625 -2.15619 0.1 -0.2 0.2 0.009
C 3.29107 4.76878 -3.68536 -1.3 -0.1 -0.3 -0.282
O 2.20314 4.91806 -4.22791 0.6 0.0 0.2 0.089
C 4.46537 5.54122 -4.13751 0.4 0.5 -0.5 -0.084
C 4.34440 6.41421 -5.22659 0.3 0.2 -0.1 0.001
C 5.44672 7.15853 -5.65226 -0.3 -0.3 0.2 -0.068
C 6.66711 7.04071 -4.98770 -0.1 -0.3 0.3 -0.069
C 6.79194 6.16766 -3.90602 0.0 0.2 -0.3 0.001
C 5.69100 5.40919 -3.48651 0.3 0.5 -0.5 -0.084
C 5.84258 4.46213 -2.36426 1.1 -0.4 0.9 -0.280
O 6.91602 4.35455 -1.78259 -0.5 0.2 -0.4 0.090
H 1.64515 1.51380 -0.81386 0.2 0.1 0.0 0.117
H 3.86249 1.18193 0.25504 -0.1 0.2 -0.1 0.099
H 5.80196 2.54705 -0.45731 -0.2 0.2 -0.2 0.118
H 1.37592 3.18030 -2.62608 0.3 0.1 0.0 0.120
H 3.39428 6.51443 -5.74894 0.2 -0.1 0.3 0.119
H 5.35194 7.83188 -6.50142 0.0 -0.1 0.2 0.103
H 7.52404 7.62578 -5.31449 -0.1 -0.1 0.1 0.103
H 7.74915 6.07731 -3.39516 -0.3 -0.1 0.0 0.119
```
Positions in Å, forces in eV/Å.

Its net charge is -1. The calculation puts the LUMO energy at 0.4 eV. The energy above the lowest of the compared OMol25 structures with the same formula, charge and spin is 186.7 kJ/mol.


Record 3
This record from the OMol25 dataset describes a cluster of 2 separate species, C10H17NOSi in total. The level of theory is ωB97M-V/def2-TZVPD.

The geometry in XYZ format:
```
30
Properties=species:S:1:pos:R:3:forces:R:3:nbo_charge:R:1
C -0.11913 2.90031 2.56875 -0.4 -0.8 0.0 -0.232
C 1.25991 3.06222 2.22403 0.5 -0.7 -0.2 -0.235
C -0.40886 1.57976 2.49083 -1.0 1.0 0.3 -0.022
C 1.76315 1.83405 1.95444 0.8 1.2 -0.1 -0.013
C 0.94712 -1.63950 2.11753 0.0 -0.3 -0.2 -0.234
C 0.84316 -0.37023 1.93192 -0.2 0.5 -0.9 0.613
C 0.81486 -2.69728 1.07321 -0.1 0.0 -0.3 -0.639
C -2.10776 0.65136 -1.51197 0.6 -0.3 0.1 -1.133
C 0.28722 0.33834 -3.42053 -0.4 -0.3 0.9 -1.115
C -0.94661 -2.09751 -2.08608 0.3 0.6 0.4 -1.136
N 0.74916 0.90281 2.12725 0.1 -1.0 0.0 -0.381
O 0.60492 -0.06639 -0.60848 1.3 -0.1 2.8 -1.299
Si -0.43982 -0.27192 -1.73827 -1.4 -0.2 -2.4 1.890
H -0.79422 3.68821 2.83700 -0.2 0.1 0.0 0.238
H 1.79160 3.99226 2.19148 0.2 0.1 -0.1 0.238
H -1.32213 1.04550 2.65489 -0.1 -0.2 0.0 0.234
H 2.73689 1.52321 1.63757 0.1 -0.1 -0.1 0.240
H 1.16092 -1.99751 3.12464 0.0 0.4 0.1 0.270
H 1.69190 -3.34106 1.08386 0.1 0.0 0.1 0.230
H 0.70309 -2.22023 0.10464 0.0 0.0 -0.1 0.295
H -0.06079 -3.30892 1.28629 0.0 -0.1 0.1 0.233
H -2.78903 0.07332 -0.89394 -0.2 -0.1 0.2 0.212
H -1.93814 1.60308 -1.01678 0.0 0.2 0.1 0.218
H -2.60209 0.84883 -2.45733 -0.1 0.0 -0.2 0.224
H 0.28369 1.42149 -3.45069 0.0 0.3 -0.1 0.217
H 1.31200 -0.00306 -3.51125 0.3 -0.1 -0.1 0.222
H -0.28590 -0.03926 -4.25964 -0.2 -0.1 -0.2 0.214
H -1.51004 -2.50514 -1.25135 -0.2 -0.2 0.2 0.208
H -1.56074 -2.19085 -2.97558 -0.1 0.1 -0.2 0.226
H -0.06433 -2.71590 -2.22644 0.2 -0.2 -0.1 0.216
```
Positions in Å, forces in eV/Å.

Its net charge is 0. The calculation puts the LUMO energy (spin up / spin down) at -1.3 / -1.3 eV. The energy above the lowest of the compared OMol25 structures with the same formula, charge and spin is 201.9 kJ/mol.


Record 4
This record from the OMol25 dataset describes the ion C2H6Br2N with charge +1. The level of theory is ωB97M-V/def2-TZVPD.

The geometry in XYZ format:
```
11
Properties=species:S:1:pos:R:3:forces:R:3:nbo_charge:R:1
C 0.08466 -0.16834 -1.19995 3.2 1.9 0.3 -0.697
C 1.02332 -0.25482 -0.04570 2.7 1.9 0.7 0.082
N 0.25317 -0.09768 1.23810 -0.4 -2.6 0.8 -0.740
Br 2.11729 1.64232 0.01495 -1.0 -2.1 -0.1 0.019
Br 2.24480 -1.75798 0.06059 -0.9 0.8 -0.1 0.210
H 0.61657 -0.10729 -2.13413 0.4 0.0 -0.2 0.285
H -0.46908 -0.99256 -1.21690 -2.8 -3.5 -0.1 0.235
H -0.43800 0.72622 -1.06307 -1.3 1.3 -0.1 0.239
H -0.13132 0.78647 1.27737 -1.2 3.0 -0.5 0.442
H 0.71955 -0.11994 2.17175 0.4 -0.8 -1.0 0.475
H -0.58544 -0.72315 1.21798 0.8 0.0 0.3 0.448
```
Positions in Å, forces in eV/Å.

Its net charge is +1. The calculation puts the LUMO energy at -4.9 eV. The energy above the lowest of the compared OMol25 structures with the same formula, charge and spin is 46.8 kJ/mol.


Record 5
This record from the OMol25 dataset describes a structure of composition C6H12N2O2. The level of theory is ωB97M-V/def2-TZVPD.

The geometry in XYZ format:
```
22
Properties=species:S:1:pos:R:3:forces:R:3:nbo_charge:R:1
C -2.49479 -0.32784 1.27688 15.3 -11.2 2.7 -0.337
C -3.09934 -0.34147 -1.07266 -2.2 -0.9 -4.3 -0.474
C -1.10350 0.81027 -0.33024 2.0 2.7 6.1 -0.191
C 0.29978 0.61040 0.41641 -1.1 1.4 2.7 0.100
C 1.35558 1.58749 -0.11043 1.1 0.3 4.7 -0.219
C 2.13225 -0.72652 -0.09095 -6.1 9.3 2.0 0.907
H -1.53648 -0.36720 2.05893 -2.7 1.1 -1.8 0.202
H -2.88902 -1.30314 1.61138 0.4 -0.8 -0.9 0.194
H -3.19828 0.10115 1.43024 -14.5 11.1 4.1 0.133
H -3.87922 0.66514 -1.29298 2.3 -2.6 1.3 0.188
H -2.65476 -0.48006 -2.31991 -0.6 0.5 4.1 0.215
H -3.88023 -1.37016 -1.14225 2.5 3.0 1.1 0.230
H -1.21141 2.05985 0.19763 -1.0 -3.2 -1.7 0.128
H -0.69310 0.98485 -1.27747 -0.9 -0.5 -2.0 0.212
H 0.41456 0.92468 1.65974 -1.1 -1.6 -3.1 0.158
H 1.29819 2.72549 0.55476 0.7 -3.8 -2.2 0.216
H 1.27467 1.64735 -1.09398 -1.0 1.8 -4.5 0.172
H 3.53592 0.83911 -0.23796 -2.1 0.0 0.2 0.419
N -2.03147 -0.28281 0.01783 0.3 1.5 -7.8 -0.465
N 2.51512 0.64884 -0.03696 1.5 -0.6 0.6 -0.705
O 2.75583 -1.63690 -0.20858 4.5 -7.1 -1.1 -0.535
O 0.68090 -0.69602 0.14005 2.7 -0.5 -0.3 -0.548
```
Positions in Å, forces in eV/Å.

Its net charge is 0. The calculation puts the LUMO energy at 0.7 eV. The energy above the lowest of the compared OMol25 structures with the same formula, charge and spin is 852.9 kJ/mol.


> Which value of net charge does entry 1 give?

0


> Which of these has the lowest net charge?

C46H31BrFO8Si


> What is the net charge in the fifth record?

0